1.
Computed, not measured: a structure of composition C27H73N4O9 at a distorted geometry, with wB97M-V/def2-TZVPD.

Its charge is -1. Its HOMO-LUMO gap is 8.1 eV. The calculation puts the electronic energy at -53567.12584 eV.

XYZ file:
```
113
C27H73N4O9 | the Open Molecules 2025 dataset | wB97M-V/def2-TZVPD
C 12.6707 -2.5045 17.7516
C 12.3999 -1.5418 16.5773
O 13.4482 -0.6905 16.2847
H 11.6902 -2.7869 18.2060
H 13.2342 -1.9999 18.5644
H 13.1760 -3.4833 17.5191
H 11.5165 -0.8867 16.8098
H 12.1709 -2.1036 15.6041
C 10.6794 -0.4457 20.4460
C 9.7842 0.8304 20.4845
C 9.5744 1.4289 21.8760
C 8.8128 2.7763 21.7838
C 9.5362 3.7786 20.8743
C 9.9168 3.1466 19.5061
N 10.4743 1.8156 19.6996
O 10.7507 1.2990 18.4260
C 8.7465 3.1347 18.4905
C 10.9997 3.9726 18.8077
C 8.3766 0.3193 19.8721
H 10.5392 -0.8240 19.4377
H 10.4006 -1.2251 21.1690
H 11.7029 -0.1526 20.5639
H 9.0517 0.6404 22.3999
H 10.5826 1.5083 22.3198
H 8.8196 3.2026 22.8128
H 7.7494 2.5823 21.6007
H 10.4997 4.0384 21.2884
H 8.8833 4.6540 20.7460
H 8.3219 4.1369 18.2875
H 9.0950 2.6400 17.5789
H 7.8461 2.6025 18.8054
H 11.9517 3.9631 19.3373
H 11.1303 3.5230 17.8156
H 10.7950 5.0619 18.7182
H 8.1731 -0.7157 20.2174
H 8.3261 0.3681 18.7963
H 7.4545 0.8546 20.1789
H 11.7255 1.3148 18.2713
C 12.0840 -0.8007 12.2754
C 11.6603 -1.2942 10.9067
C 11.1777 -0.0642 10.0763
O 12.2860 0.7866 9.8243
C 12.8416 0.8438 8.4711
N 12.7907 -1.9572 10.2748
H 12.4421 -1.6196 12.8682
H 11.2453 -0.3698 12.8274
H 12.8637 -0.0423 12.1797
H 10.7591 -1.9197 10.9874
H 10.4899 0.5663 10.6724
H 10.6737 -0.3397 9.1395
H 13.3279 -0.0953 8.2561
H 13.5054 1.7071 8.4110
H 11.9809 0.9214 7.7595
H 13.2220 -2.6168 10.9410
H 12.4767 -2.5823 9.5337
C 10.9917 -4.9422 12.0971
C 11.8533 -5.7150 13.0875
C 12.8782 -4.7592 13.7406
O 13.7504 -4.3157 12.7986
C 14.6439 -3.4097 13.3646
N 11.1069 -6.5618 14.0842
H 10.1195 -5.5021 11.7362
H 11.5077 -4.4184 11.3102
H 10.5004 -4.1571 12.6646
H 12.4325 -6.4353 12.4887
H 13.4130 -5.1815 14.6105
H 12.3325 -3.8781 14.1706
H 15.3916 -3.1486 12.5932
H 15.0753 -3.8222 14.2625
H 14.1587 -2.4717 13.6473
H 10.5418 -5.9576 14.6682
H 11.7270 -6.9816 14.7530
C 16.7505 -1.3430 23.2971
C 16.4076 -1.0388 21.7914
C 14.9788 -0.6266 21.6244
O 14.8640 0.5494 22.3653
C 13.5994 1.2337 22.2402
N 17.3315 -0.0414 21.3363
H 17.7891 -1.6413 23.3664
H 16.1206 -2.0961 23.7954
H 16.6317 -0.4653 23.9333
H 16.5759 -1.8737 21.1148
H 14.3873 -1.4602 22.0464
H 14.6946 -0.5143 20.5994
H 12.7885 0.5853 22.6535
H 13.3869 1.3531 21.1956
H 13.6465 2.2156 22.6697
H 17.4483 -0.0513 20.3043
H 17.1270 0.9479 21.6270
C 16.2240 -1.7121 17.6104
O 15.5623 -2.2441 16.4359
H 15.5002 -1.2131 18.3087
H 16.7851 -2.5449 18.1132
H 16.9078 -0.9445 17.2814
H 14.8197 -1.6034 16.2601
C 9.2041 -3.6482 16.0119
O 10.3698 -4.4762 16.2899
H 9.3785 -2.6035 16.3129
H 8.8841 -3.6599 14.9772
H 8.4015 -4.0477 16.6166
H 11.0930 -3.8377 16.2327
C 14.5308 1.6908 17.8563
O 13.2382 1.0763 17.7797
H 14.8924 2.1299 18.8112
H 15.2687 0.9316 17.5127
H 14.5779 2.5021 17.1211
H 13.4588 0.1981 17.0390
C 12.0582 2.6448 14.1746
O 10.7946 3.3904 13.8718
H 12.7102 2.7478 13.3423
H 12.5091 3.1040 15.0511
H 11.8191 1.5825 14.4032
H 10.2048 3.1139 14.5529
```

Mulliken atomic charge list, values in e, 99 entries: number 1, C, carries -0.704; number 2, C, carries 1.359; number 3, O, carries -1.022; number 4, H, carries 0.546; number 5, H, carries -0.154; number 6, H, carries 0.170; number 7, H, carries -0.278; number 8, H, carries -0.573; number 9, C, carries -1.711; number 10, C, carries 1.499; number 11, C, carries -1.040; number 12, C, carries -0.697; number 13, C, carries -1.059; number 14, C, carries 1.287; number 15, N, carries 0.825; number 16, O, carries -0.377; number 17, C, carries -1.560; number 18, C, carries -1.749; number 19, C, carries -1.775; number 20, H, carries 0.523; number 21, H, carries 0.494; number 22, H, carries -0.005; number 23, H, carries 0.383; number 24, H, carries 0.106; number 25, H, carries 0.427; number 26, H, carries 0.354; number 27, H, carries 0.363; number 28, H, carries 0.319; number 29, H, carries 0.421; number 30, H, carries 0.174; number 31, H, carries 0.353; number 32, H, carries 0.356; number 33, H, carries 0.293; number 34, H, carries 0.385; number 35, H, carries 0.398; number 36, H, carries 0.336; number 37, H, carries 0.355; number 38, H, carries 0.537; number 39, C, carries -1.192; number 40, C, carries 0.955; number 41, C, carries -0.977; number 42, O, carries -0.252; number 43, C, carries -0.696; number 44, N, carries -0.672; number 45, H, carries -0.178; number 46, H, carries 0.430; number 47, H, carries 0.345; number 48, H, carries 0.146; number 49, H, carries 0.338; number 50, H, carries 0.454; number 51, H, carries 0.285; number 52, H, carries 0.210; number 53, H, carries 0.276; number 54, H, carries 0.134; number 55, H, carries 0.308; number 56, C, carries -1.249; number 57, C, carries 0.357; number 58, C, carries 0.443; number 59, O, carries -0.431; number 60, C, carries -0.634; number 61, N, carries -0.783; number 62, H, carries 0.426; number 63, H, carries 0.278; number 64, H, carries 0.115; number 65, H, carries 0.231; number 66, H, carries 0.305; number 67, H, carries -0.389; number 68, H, carries 0.269; number 69, H, carries 0.450; number 70, H, carries 0.136; number 71, H, carries 0.227; number 72, H, carries 0.328; number 73, C, carries -1.455; number 74, C, carries 0.138; number 75, C, carries 0.293; number 76, O, carries -0.452; number 77, C, carries -0.530; number 78, N, carries -0.700; number 79, H, carries 0.385; number 80, H, carries 0.341; number 81, H, carries 0.273; number 82, H, carries 0.436; number 83, H, carries 0.250; number 84, H, carries -0.284; number 85, H, carries 0.265; number 86, H, carries 0.020; number 87, H, carries 0.366; number 88, H, carries 0.286; number 89, H, carries 0.268; number 90, C, carries -0.259; number 91, O, carries -0.529; number 92, H, carries -0.253; number 93, H, carries 0.268; number 94, H, carries 0.359; number 95, H, carries 0.372; number 96, C, carries -0.362; number 97, O, carries -0.582; number 98, H, carries 0.133; number 99, H, carries 0.218


2.
Computed, not measured: a cluster of 8 separate species, C27H73N5O15 in total at a distorted geometry, with wB97M-V/def2-TZVPD.

Its charge is 0. Its SMILES is COCCNCCOC.COCCNCCOC.COCCNCCOC.NC(N)=O.OCCO.OCCO.OCCO.OCCO. Its HOMO-LUMO gap is 8.7 eV. The calculation puts the electronic energy at -67341.11824 eV.

XYZ file:
```
120
C27H73N5O15 | the Open Molecules 2025 dataset | wB97M-V/def2-TZVPD
C 7.3567 3.3868 2.4396
O 6.7530 2.1083 2.4542
C 5.3915 2.1099 2.0695
C 5.1598 2.2663 0.5657
N 3.9667 3.0667 0.3266
C 4.2488 4.4341 -0.0971
C 3.0321 5.2519 -0.4901
O 2.5609 4.8649 -1.7592
C 1.2172 4.4704 -1.8088
H 6.8505 4.0970 3.0978
H 7.3405 3.7218 1.3933
H 8.4110 3.3035 2.6924
H 4.8325 2.8006 2.7082
H 5.0176 1.1196 2.3453
H 5.1261 1.2998 0.0638
H 6.0627 2.7080 0.1158
H 3.3821 2.6434 -0.3856
H 4.9848 4.4073 -0.9149
H 4.7349 4.9600 0.7344
H 3.2451 6.3198 -0.4242
H 2.3023 5.0229 0.3007
H 0.9520 4.3431 -2.8591
H 0.5383 5.2082 -1.3716
H 1.0212 3.4932 -1.3487
C -0.3183 -6.3913 4.2173
O -0.7081 -5.1096 3.7879
C 0.3090 -4.3586 3.1467
C 0.9528 -3.3895 4.1416
N 0.1501 -2.2136 4.4160
C 0.1310 -1.2262 3.3315
C -1.0006 -0.2697 3.6001
O -2.1969 -1.0096 3.5374
C -3.3315 -0.3185 3.9982
H 0.5049 -6.2313 4.9313
H 0.1068 -7.0521 3.4473
H -1.1550 -6.9275 4.6536
H -0.1219 -3.7819 2.3278
H 1.0560 -5.0324 2.7123
H 1.8809 -3.0733 3.6544
H 1.1827 -3.8824 5.0866
H -0.8286 -2.4298 4.5752
H -0.0050 -1.6658 2.3330
H 1.1139 -0.7544 3.2304
H -1.0307 0.5767 2.8925
H -0.8455 0.2694 4.5481
H -3.4544 0.5871 3.3892
H -3.2838 -0.0757 5.0634
H -4.1966 -0.9575 3.8281
C -4.2349 -1.2373 0.6331
O -3.3182 -1.9970 -0.1307
C -2.4193 -2.7651 0.6495
C -1.5498 -3.5962 -0.2837
N -0.8675 -2.7774 -1.2985
C 0.0530 -3.5856 -2.0762
C 0.8399 -2.7352 -3.0547
O -0.0505 -2.2121 -4.0264
C 0.6200 -1.2363 -4.8026
H -3.7273 -0.4213 1.1534
H -4.7667 -1.8798 1.3392
H -4.9813 -0.7800 -0.0133
H -2.9715 -3.4433 1.3100
H -1.7990 -2.1016 1.2581
H -2.1966 -4.3230 -0.7911
H -0.7961 -4.1068 0.3134
H -1.5639 -2.3149 -1.8730
H -0.4908 -4.3716 -2.6164
H 0.7785 -4.0932 -1.4380
H 1.6055 -3.3544 -3.5348
H 1.2494 -1.8911 -2.4838
H 0.9427 -0.3757 -4.2115
H -0.0433 -0.9166 -5.6018
H 1.5000 -1.7038 -5.2570
N -1.3204 3.8397 2.6284
C -2.5806 4.0742 2.1134
N -3.5570 4.2571 3.0397
O -2.7599 3.9933 0.9004
H -1.2434 3.7521 3.6247
H -0.5247 3.7388 2.0335
H -3.3167 4.2996 4.0113
H -4.5289 4.2362 2.8016
O -2.5530 0.5157 -1.2148
C -1.5933 1.1669 -0.4013
C -0.1876 0.6325 -0.6717
O 0.0753 -0.5174 0.0721
H -2.6872 -0.3669 -0.8305
H -1.6630 2.2388 -0.6071
H -1.7624 1.1358 0.6834
H 0.5316 1.4089 -0.3833
H -0.1076 0.5430 -1.7662
H -0.3212 -1.3253 -0.3505
O 4.7893 -1.1535 0.6220
C 3.3695 -1.2465 0.6056
C 2.8215 -2.6154 0.2661
O 3.0016 -3.5531 1.3457
H 5.1774 -1.9606 0.9691
H 2.9696 -0.9652 1.5858
H 2.9924 -0.5305 -0.1266
H 3.0598 -3.0788 -0.6945
H 1.7341 -2.4812 0.2396
H 3.9266 -3.5115 1.6115
O -4.4165 0.1194 -5.3069
C -3.7540 -0.7400 -4.3900
C -4.7780 -1.2642 -3.4026
O -5.7542 -2.0423 -4.0674
H -4.2621 1.0433 -5.0584
H -3.3413 -1.5796 -4.9507
H -2.9442 -0.2144 -3.8764
H -5.2515 -0.4299 -2.8708
H -4.3141 -1.9065 -2.6498
H -6.1518 -1.4996 -4.7577
O -1.0833 3.2163 -5.9351
C -1.1626 2.4247 -4.7605
C -2.2418 2.9312 -3.8339
O -3.5301 2.6866 -4.4108
H -1.9258 3.0060 -6.3629
H -1.2975 1.3566 -4.9530
H -0.2650 2.4839 -4.1355
H -2.0829 4.0003 -3.6529
H -2.2112 2.4718 -2.8413
H -4.1856 2.9392 -3.7517
```

Mulliken atomic charge list, values in e, 99 entries: number 1, C, carries -0.650; number 2, O, carries -0.410; number 3, C, carries -0.370; number 4, C, carries -0.479; number 5, N, carries -0.079; number 6, C, carries -0.680; number 7, C, carries -0.477; number 8, O, carries -0.414; number 9, C, carries -0.173; number 10, H, carries 0.274; number 11, H, carries 0.269; number 12, H, carries 0.257; number 13, H, carries 0.442; number 14, H, carries 0.043; number 15, H, carries 0.372; number 16, H, carries 0.258; number 17, H, carries 0.048; number 18, H, carries 0.361; number 19, H, carries 0.392; number 20, H, carries 0.367; number 21, H, carries 0.190; number 22, H, carries 0.231; number 23, H, carries 0.417; number 24, H, carries -0.104; number 25, C, carries -0.726; number 26, O, carries -0.343; number 27, C, carries 0.537; number 28, C, carries -0.718; number 29, N, carries -0.449; number 30, C, carries 0.857; number 31, C, carries -0.425; number 32, O, carries -0.190; number 33, C, carries -0.931; number 34, H, carries 0.298; number 35, H, carries 0.276; number 36, H, carries 0.264; number 37, H, carries -0.922; number 38, H, carries 0.593; number 39, H, carries 0.257; number 40, H, carries 0.348; number 41, H, carries 0.348; number 42, H, carries -0.824; number 43, H, carries 0.379; number 44, H, carries -0.154; number 45, H, carries 0.568; number 46, H, carries 0.276; number 47, H, carries 0.334; number 48, H, carries 0.244; number 49, C, carries -0.609; number 50, O, carries -0.235; number 51, C, carries 0.111; number 52, C, carries -1.289; number 53, N, carries 0.378; number 54, C, carries -0.872; number 55, C, carries -0.529; number 56, O, carries -0.298; number 57, C, carries -0.756; number 58, H, carries 0.022; number 59, H, carries 0.325; number 60, H, carries 0.282; number 61, H, carries 0.713; number 62, H, carries -0.074; number 63, H, carries 0.412; number 64, H, carries 0.496; number 65, H, carries -0.284; number 66, H, carries 0.455; number 67, H, carries 0.493; number 68, H, carries 0.515; number 69, H, carries 0.136; number 70, H, carries 0.261; number 71, H, carries 0.232; number 72, H, carries 0.368; number 73, N, carries -0.350; number 74, C, carries 0.714; number 75, N, carries -0.425; number 76, O, carries -0.597; number 77, H, carries 0.158; number 78, H, carries 0.163; number 79, H, carries 0.154; number 80, H, carries 0.219; number 81, O, carries -0.124; number 82, C, carries -0.400; number 83, C, carries 0.830; number 84, O, carries 0.407; number 85, H, carries -0.111; number 86, H, carries 0.516; number 87, H, carries -0.630; number 88, H, carries -0.085; number 89, H, carries 0.049; number 90, H, carries -0.715; number 91, O, carries -0.459; number 92, C, carries 0.309; number 93, C, carries 0.510; number 94, O, carries -0.440; number 95, H, carries 0.296; number 96, H, carries -0.051; number 97, H, carries 0.041; number 98, H, carries 0.224; number 99, H, carries -0.682


no.,molar mass (g mol⁻¹)
1,597.90
2,707.90